Record 1
Molecular formula: C5H11N3
Method: DFT, the ωB97M-V functional and the def2-TZVPD basis

Results
Frontier orbital gap: 9.6 eV
Net charge: 0
Energy above the lowest of the compared OMol25 structures with the same formula, charge and spin: 219.1 kcal per mole
Spin multiplicity: 1

Structure (XYZ):
```
19
C5H11N3 | OMol25 | the ωB97M-V functional and the def2-TZVPD basis
C 0.8403 1.6147 0.1317
C -0.0448 0.5327 0.5384
C 0.3820 -0.0406 1.8711
C 0.4467 -1.3268 1.0063
C -1.2007 -1.8777 -1.2891
H -0.2842 2.6897 -1.0021
H 0.3720 1.2611 -1.7645
H 1.7841 0.9572 0.1613
H 1.2009 2.4346 0.6951
H -1.2553 0.5488 0.7641
H -0.7138 0.3509 2.3654
H 1.4285 0.6255 2.4338
H 1.3487 -1.8921 1.0351
H -0.3682 -2.1050 1.2237
H -2.4796 -2.3458 -1.6473
H -0.0951 -2.7225 -1.2696
N 0.5674 2.1369 -1.1290
N 0.1771 -0.5298 -0.3733
N -1.2415 -0.6379 -0.8614
```



Record 2
Molecular formula: C50H135N5O20
Method: DFT, the ωB97M-V functional and the def2-TZVPD basis

Results
Frontier orbital gap: 8.7 eV
Net charge: 0
Energy above the lowest of the compared OMol25 structures with the same formula, charge and spin: 77.2 kcal per mole
Spin multiplicity: 1

Structure (XYZ):
```
210
C50H135N5O20 | OMol25 | the ωB97M-V functional and the def2-TZVPD basis
C 12.0424 -1.0000 2.3199
O 11.3067 -0.6158 1.1708
C 10.1045 -1.3839 1.1445
C 9.2556 -0.9656 -0.0904
N 8.9126 0.4448 -0.1163
C 8.1508 0.5939 -1.3765
C 7.8859 2.0361 -1.7251
O 9.0718 2.8635 -1.6441
C 8.8220 4.1863 -2.2238
H 12.3846 -2.0337 2.2701
H 11.4981 -0.7793 3.2382
H 12.9036 -0.3368 2.4025
H 9.5292 -1.1390 2.0373
H 10.1856 -2.4686 1.0747
H 8.3450 -1.5627 -0.1396
H 9.8175 -1.2676 -0.9743
H 9.7725 0.9563 -0.2542
H 7.2225 0.0503 -1.2009
H 8.6267 0.0623 -2.2006
H 7.1627 2.4637 -1.0306
H 7.5042 2.0562 -2.7459
H 8.4993 4.0735 -3.2588
H 9.6691 4.8684 -2.1510
H 8.0135 4.6931 -1.6968
C 5.3598 -6.1742 -7.5132
O 5.4692 -5.3544 -8.6956
C 5.3113 -5.9706 -9.9503
C 6.4402 -7.0382 -10.2389
N 6.2362 -7.6530 -11.5801
C 7.1740 -8.7557 -11.8537
C 6.9187 -9.3583 -13.2449
O 5.6628 -9.9605 -13.2543
C 5.4595 -10.9783 -14.2216
H 6.2756 -6.4597 -6.9957
H 4.7160 -7.0244 -7.7386
H 4.8503 -5.6470 -6.7067
H 5.2133 -5.2027 -10.7176
H 4.3596 -6.4932 -10.0465
H 6.4441 -7.8227 -9.4822
H 7.3943 -6.5398 -10.0671
H 5.3213 -8.0805 -11.5641
H 7.0148 -9.4736 -11.0491
H 8.2124 -8.4368 -11.7641
H 7.6817 -10.1186 -13.4117
H 7.1231 -8.7105 -14.0974
H 5.7823 -10.6651 -15.2145
H 4.3999 -11.2293 -14.2712
H 5.9509 -11.9224 -13.9864
C -3.1936 -9.6591 -5.4712
O -3.7931 -10.5550 -4.5224
C -4.3639 -11.7922 -5.0701
C -5.1218 -12.5657 -3.9501
N -5.9327 -13.6226 -4.5241
C -6.7466 -14.3575 -3.5264
C -7.7662 -15.2178 -4.3025
O -7.1608 -16.4136 -4.8887
C -8.0497 -17.1727 -5.6730
H -2.2837 -10.1199 -5.8560
H -2.8543 -8.7511 -4.9727
H -3.7758 -9.2559 -6.2997
H -3.5933 -12.3856 -5.5622
H -5.0795 -11.4052 -5.7956
H -5.6688 -11.8615 -3.3233
H -4.3130 -12.9266 -3.3147
H -6.4130 -13.1941 -5.3024
H -7.2647 -13.6438 -2.8859
H -6.1875 -15.0053 -2.8513
H -8.3385 -14.5977 -4.9925
H -8.4504 -15.5121 -3.5067
H -8.9188 -17.4567 -5.0795
H -7.5878 -18.1061 -5.9946
H -8.3011 -16.5196 -6.5086
C -2.1160 7.3383 4.6152
O -1.0892 6.3949 4.2648
C -0.9382 6.3157 2.8674
C 0.1890 5.2759 2.6104
N -0.0125 4.3762 1.4789
C 0.1333 5.1969 0.2097
C -0.3219 4.2961 -0.9245
O 0.7155 3.3488 -1.2244
C 0.3755 2.5455 -2.3560
H -1.7662 8.3427 4.3766
H -2.3473 7.2534 5.6770
H -3.0697 7.1164 4.1362
H -0.6377 7.3255 2.5879
H -1.8297 5.9615 2.3499
H 0.1713 4.5311 3.4061
H 1.2027 5.6714 2.5468
H 0.7590 3.7247 1.4558
H 1.1311 5.5794 -0.0051
H -0.5001 6.0832 0.1724
H -0.4941 4.9327 -1.7923
H -1.2939 3.8303 -0.7617
H 0.2594 3.1257 -3.2714
H -0.4922 1.9047 -2.1994
H 1.1656 1.8353 -2.6000
C -3.1976 -0.8148 8.7202
O -3.1611 -2.2153 8.7970
C -4.2217 -2.8323 8.0359
C -3.7426 -4.2633 7.7288
N -3.4986 -5.0201 8.9608
C -3.1868 -6.3998 8.6276
C -1.6614 -6.5728 8.2746
O -0.9091 -6.0359 9.3810
C 0.4474 -5.8764 9.0581
H -2.4901 -0.4951 9.4852
H -4.1770 -0.3961 8.9516
H -2.8595 -0.4504 7.7501
H -4.3961 -2.3335 7.0825
H -5.1828 -2.8523 8.5498
H -2.8586 -4.2156 7.0929
H -4.5535 -4.8121 7.2498
H -2.7286 -4.6120 9.4715
H -3.8486 -6.9181 7.9337
H -3.3717 -6.7859 9.6300
H -1.4605 -6.1156 7.3058
H -1.5061 -7.6233 8.0289
H 0.6115 -5.1460 8.2658
H 0.9067 -6.8086 8.7290
H 0.9712 -5.5687 9.9631
C -6.3694 -3.0926 -5.1116
C -7.0588 -4.3569 -5.6162
O -7.8225 -3.9825 -6.7197
H -5.7544 -3.2598 -4.2273
H -7.1353 -2.3616 -4.8529
H -5.6175 -2.7199 -5.8072
H -7.7785 -4.7245 -4.8847
H -6.3338 -5.1340 -5.8581
H -7.3261 -4.0121 -7.5409
C -7.5561 3.5895 3.7098
C -6.7486 3.4880 2.4349
O -5.6118 2.6703 2.7251
H -8.5589 3.9611 3.4993
H -7.0386 4.1250 4.5058
H -7.8231 2.6103 4.1071
H -6.4428 4.4412 2.0037
H -7.2828 2.8849 1.7008
H -4.8022 3.1852 2.6929
C 2.6981 -0.4764 5.5223
C 3.9473 -0.6472 4.5808
O 3.9557 0.4569 3.6465
H 1.8293 -0.1800 4.9346
H 2.8919 0.0944 6.4305
H 2.4565 -1.4607 5.9232
H 3.8128 -1.5190 3.9406
H 4.8558 -0.6853 5.1819
H 4.7611 0.3460 3.1358
C 0.5764 8.9843 -8.3536
C 1.1936 8.7050 -6.9942
O 2.1129 9.6820 -6.7695
H -0.2217 8.2687 -8.5510
H 1.3458 8.9570 -9.1252
H 0.2838 10.0341 -8.3323
H 1.6724 7.7259 -6.9817
H 0.4339 8.7367 -6.2132
H 2.8052 9.6694 -7.4344
C 1.4964 6.4611 12.6702
C 2.5098 5.6166 11.8746
O 3.7900 5.6951 12.3727
H 1.2707 6.0795 13.6659
H 0.6044 6.5887 12.0569
H 1.9138 7.4661 12.7322
H 2.5041 6.0271 10.8649
H 2.1279 4.5962 11.8460
H 3.6955 5.5802 13.3211
C -5.1911 11.1757 0.7445
C -3.8851 11.8985 0.4112
O -3.1403 11.1977 -0.5980
H -5.0238 10.1606 1.1045
H -5.8673 11.1317 -0.1093
H -5.6808 11.7866 1.5029
H -3.2203 12.0096 1.2678
H -4.1552 12.8755 0.0104
H -2.3177 11.6682 -0.7515
C -2.9286 15.9281 7.9613
C -3.8200 16.2905 6.8078
O -5.1612 16.0142 7.1683
H -3.1771 16.4604 8.8794
H -1.9322 16.2716 7.6833
H -3.0836 14.8605 8.1170
H -3.4781 15.6883 5.9661
H -3.7620 17.3608 6.6095
H -5.4358 15.1000 7.0655
C -1.1924 -4.6232 0.5893
C -1.5173 -3.1275 0.7767
O -2.8371 -3.0696 1.4045
H -1.8484 -5.1624 -0.0942
H -1.1993 -5.0632 1.5865
H -0.1591 -4.7327 0.2602
H -1.5816 -2.5286 -0.1318
H -0.8253 -2.6635 1.4795
H -2.9476 -2.1295 1.5645
C 3.7719 11.0901 8.2754
C 5.0011 10.9652 9.0920
O 5.6910 12.1869 8.8843
H 3.2714 11.9585 8.7038
H 3.1482 10.2092 8.4275
H 4.0303 11.1321 7.2173
H 5.6147 10.1248 8.7671
H 4.8185 10.8847 10.1635
H 5.9381 12.2784 7.9612
C -5.6345 3.5881 -6.2815
C -6.2296 4.9159 -6.5070
O -5.7560 5.4832 -7.7293
H -4.5461 3.6336 -6.2452
H -6.0519 2.9324 -7.0456
H -5.9126 3.1949 -5.3036
H -5.9705 5.5951 -5.6948
H -7.3108 4.8216 -6.6082
H -6.1852 6.3418 -7.7424
```



Record 3
Molecular formula: C13H18ClIIrN2O2P
Method: DFT, the ωB97M-V functional and the def2-TZVPD basis

Results
Frontier orbital gap (alpha / beta): 6.6 / 3.9 eV
Net charge: +3
Energy above the lowest of the compared OMol25 structures with the same formula, charge and spin: 0.0 kcal per mole
Spin multiplicity: 6

Structure (XYZ):
```
39
C13H18ClIIrN2O2P | OMol25 | the ωB97M-V functional and the def2-TZVPD basis
C 0.3448 1.4029 -2.4204
C 0.3925 -0.0910 -2.1616
H -0.2500 1.5194 -3.3455
H 1.3303 1.9148 -2.5857
H -0.1865 1.9810 -1.6259
O 0.2890 -0.9911 -2.9530
I 0.2142 -4.6432 0.6103
Ir -0.0222 0.4047 0.2165
P 2.0139 -0.4287 -0.1530
C 2.1853 -2.1320 -0.7928
C 3.1465 0.3569 -1.3710
H 2.8741 0.6684 1.7898
H 4.0939 -0.5014 1.1644
H 2.6606 -1.0847 2.0871
C 3.0190 -0.3361 1.3708
H 3.3107 1.3966 -1.0699
H 4.0866 -0.2069 -1.3167
H 3.2335 -2.3110 -1.0915
H 1.5811 -2.2428 -1.7032
H 2.7760 0.2955 -2.4036
H 1.8364 -2.8580 -0.0286
C -0.9409 -1.1164 -0.3550
O -1.7106 -2.0033 -0.5095
Cl 0.4847 1.8659 1.9826
N -3.8927 2.1327 -0.3111
C -2.6350 1.8670 -0.7176
N -1.9941 1.2181 0.2420
C -2.8830 0.9908 1.2945
C -2.8057 0.1155 2.3609
C -3.9830 -0.1054 3.0889
C -5.1957 0.5577 2.7963
C -5.2689 1.4312 1.6928
C -4.1077 1.5960 0.9539
H -4.5931 2.6126 -0.8420
H -2.3476 2.1080 -1.7401
H -1.8333 -0.3434 2.5470
H -3.9433 -0.8171 3.9077
H -6.0787 0.3779 3.4269
H -6.1748 1.9683 1.4189
```



Record 4
Molecular formula: C54H42BI4N8OS3W
Method: DFT, the ωB97M-V functional and the def2-TZVPD basis

Results
Frontier orbital gap (alpha / beta): 4.9 / 4.9 eV
Net charge: +1
Energy above the lowest of the compared OMol25 structures with the same formula, charge and spin: 43.8 kcal per mole
Spin multiplicity: 1

Structure (XYZ):
```
114
C54H42BI4N8OS3W | OMol25 | the ωB97M-V functional and the def2-TZVPD basis
W -0.1917 0.1856 -0.0371
I -7.2739 6.5706 2.6408
C -5.7229 5.2880 1.9796
C -4.5288 5.2514 2.6804
C -3.5319 4.3898 2.2665
C -3.7087 3.5605 1.1582
C -4.9069 3.6292 0.4554
C -5.9156 4.4853 0.8681
C -2.6158 2.6238 0.8056
C -1.8789 2.8448 -0.3595
C -2.0527 3.9718 -1.1920
C -1.0344 3.9659 -2.1030
C -0.2530 2.8137 -1.8554
C 0.8954 2.4775 -2.5758
C 1.4207 3.4186 -3.5861
C 0.6997 3.8330 -4.7027
C 1.2388 4.7365 -5.5995
C 2.5092 5.2413 -5.3800
I 3.3177 6.6520 -6.7359
C 3.2519 4.8389 -4.2814
C 2.7070 3.9292 -3.3981
C 1.6911 1.3666 -2.2765
N 1.5852 0.5945 -1.1151
C 2.6821 -0.2702 -1.1948
C 3.1605 -1.0240 -0.1261
C 4.5750 -1.4611 -0.2190
C 5.5365 -0.5669 0.2445
C 6.8834 -0.8270 0.0923
C 7.2791 -2.0070 -0.5144
I 9.3393 -2.3950 -0.8059
C 6.3401 -2.9220 -0.9537
C 4.9918 -2.6404 -0.8164
C 2.5051 -1.1076 1.0967
C 3.0598 -1.7341 2.2329
C 2.1558 -1.6129 3.2491
C 1.0423 -0.9168 2.7306
N 1.2264 -0.6004 1.3758
C -0.0651 -0.5425 3.4908
C -1.0611 0.3073 3.0197
C -2.1913 0.6834 3.7778
C -2.9300 1.5359 3.0093
C -2.2418 1.7031 1.7854
N -1.0895 0.9009 1.7466
C -0.0872 -0.9808 4.8997
C -0.0656 -2.3354 5.2212
C -0.0015 -2.7517 6.5382
C 0.0418 -1.8063 7.5497
I 0.1345 -2.4425 9.5626
C 0.0152 -0.4537 7.2525
C -0.0504 -0.0449 5.9328
C 3.3651 -0.1146 -2.4186
C 2.7533 0.9097 -3.0882
N -0.7680 2.0896 -0.7697
H -4.3782 5.8826 3.5433
H -2.6006 4.3588 2.8122
H -5.0657 2.9944 -0.4038
H -6.8504 4.5210 0.3286
H -2.8275 4.7017 -1.0738
H -0.8273 4.7054 -2.8498
H -0.2932 3.4492 -4.8803
H 0.6699 5.0434 -6.4643
H 4.2432 5.2330 -4.1127
H 3.2762 3.6236 -2.5336
H 5.2142 0.3526 0.7098
H 7.6148 -0.1070 0.4246
H 6.6547 -3.8429 -1.4195
H 4.2767 -3.3460 -1.2043
H 4.0353 -2.1755 2.2616
H 2.2611 -1.9366 4.2638
H -2.3888 0.3351 4.7719
H -3.8541 2.0128 3.2634
H -0.1004 -3.0657 4.4249
H 0.0227 -3.8042 6.7750
H 0.0645 0.2836 8.0394
H -0.0531 1.0114 5.7051
H 4.2053 -0.7039 -2.7258
H 3.0151 1.3134 -4.0459
C 2.3252 -4.7249 0.4093
N 1.0015 -4.4951 0.9037
C 0.4025 -5.1194 1.9652
C -0.7920 -4.5107 2.1641
N -0.9229 -3.5073 1.2394
B -1.9643 -2.4105 1.1244
N -2.8414 -2.6596 -0.1054
C -3.3294 -3.8587 -0.5540
C -4.0545 -3.6283 -1.6726
N -4.0079 -2.2818 -1.9198
C -4.6895 -1.5921 -2.9785
C -3.2609 -1.7024 -0.9545
S -2.9480 -0.0299 -0.8323
C 0.1842 -3.5180 0.4752
S 0.4400 -2.5273 -0.8865
H 3.0612 -4.3601 1.1275
H 2.4183 -4.1637 -0.5167
H 2.4895 -5.7830 0.2182
H 0.8561 -5.9474 2.4712
H -1.5592 -4.7079 2.8826
H -1.2557 -1.3165 0.7799
H -2.5756 -2.2518 2.1222
H -3.1299 -4.7790 -0.0475
H -4.5955 -4.2984 -2.3045
H -5.7472 -1.4693 -2.7280
H -4.6090 -2.1603 -3.9055
H -4.2410 -0.6063 -3.1017
C -0.0510 -1.8651 -4.2901
S -1.2279 -0.7276 -3.4904
C -1.0037 0.6642 -4.6413
O -0.5124 -0.2812 -2.2258
H -0.5131 -2.2496 -5.1931
H 0.1430 -2.6802 -3.5991
H 0.8761 -1.3492 -4.5164
H -1.4723 0.4050 -5.5852
H 0.0532 0.8738 -4.7817
H -1.4953 1.5354 -4.2146
```



Record 5
Molecular formula: C12H17ClINOPPm
Method: DFT, the ωB97M-V functional and the def2-TZVPD basis

Results
Frontier orbital gap (alpha / beta): 7.1 / 7.2 eV
Net charge: +2
Spin multiplicity: 5

Structure (XYZ):
```
35
C12H17ClINOPPm | OMol25 | the ωB97M-V functional and the def2-TZVPD basis
C 1.7428 1.2134 -1.1283
I 1.0879 -2.1716 -1.8193
H 2.2714 1.3324 -0.1341
H 0.9946 1.9582 -0.9686
H 2.5299 1.5174 -1.7960
Pm 0.5915 -0.2016 0.9919
P 3.4983 -0.7824 -0.0956
C 4.0307 -1.0802 -1.8094
C 4.8115 0.3681 0.3923
H 3.6009 -2.2050 1.8925
H 5.0509 -2.3299 0.7855
H 3.4928 -3.2003 0.3600
C 3.9463 -2.3113 0.8410
H 4.6586 0.7077 1.4202
H 5.7375 -0.2057 0.2941
H 5.0888 -1.3304 -1.7294
H 3.8571 -0.1725 -2.3942
H 4.8058 1.2102 -0.3044
H 3.4732 -1.9280 -2.2558
C 1.0103 0.1431 -2.0536
O 0.9031 0.3586 -3.2622
Cl 1.4795 -0.2077 3.4012
N -1.6097 0.3706 0.9606
C -2.7479 0.5788 0.7752
C -4.1761 0.6891 0.6883
C -4.9229 0.4246 1.8428
C -6.3324 0.4799 1.8653
C -7.0186 0.8086 0.6957
C -6.3004 1.0642 -0.4634
C -4.9150 1.0090 -0.4861
H -4.4073 0.1758 2.7772
H -6.8664 0.2817 2.7927
H -8.1230 0.8755 0.7192
H -6.8600 1.3320 -1.3892
H -4.3834 1.2279 -1.4061
```



Record 6
Molecular formula: C2H8NO
Method: DFT, the ωB97M-V functional and the def2-TZVPD basis

Results
Frontier orbital gap: 7.4 eV
Net charge: -1
Energy above the lowest of the compared OMol25 structures with the same formula, charge and spin: 1.5 kcal per mole
Spin multiplicity: 1

Structure (XYZ):
```
12
C2H8NO | OMol25 | the ωB97M-V functional and the def2-TZVPD basis
N -1.5765 -1.0741 -1.3075
H -1.9578 -0.2606 -1.7769
H -1.6476 -1.8137 -1.9977
H -0.5651 -0.8709 -1.1565
C 0.5614 0.8167 0.2248
O 1.0107 -0.2288 -0.4839
C 0.2789 0.5080 1.7083
H -0.4077 1.2527 -0.1698
H 1.2627 1.6975 0.2269
H 0.0430 1.3725 2.3375
H 1.1546 -0.0052 2.1346
H -0.5108 -0.2476 1.8006
```



Record 7
Molecular formula: C4H6ClF
Method: DFT, the ωB97M-V functional and the def2-TZVPD basis

Results
Frontier orbital gap: 9.5 eV
Net charge: 0
Energy above the lowest of the compared OMol25 structures with the same formula, charge and spin: 100.2 kcal per mole
Spin multiplicity: 1

Structure (XYZ):
```
12
C4H6ClF | OMol25 | the ωB97M-V functional and the def2-TZVPD basis
C -1.3274 0.7090 0.4675
C -0.0710 0.7875 -0.2705
C 0.8933 -0.3303 0.0513
C 2.2444 0.1490 -0.2263
H -1.7904 1.7929 0.5522
H -1.0672 0.6247 1.5018
H -0.0372 1.0563 -1.4831
H 0.4880 1.6856 0.2848
H 0.6132 -1.5234 0.0345
H 2.8613 1.4042 -0.8970
F 3.3135 -0.4967 0.2132
Cl -2.4309 -0.4977 -0.1202
```



Record 8
Molecular formula: C5H13N2
Method: DFT, the ωB97M-V functional and the def2-TZVPD basis

Results
Frontier orbital gap: 8.8 eV
Structure (SMILES): C[C@H]([NH3+])C/C=C/N
Net charge: +1
Energy above the lowest of the compared OMol25 structures with the same formula, charge and spin: 56.8 kcal per mole
Spin multiplicity: 1

Structure (XYZ):
```
20
C5H13N2 | OMol25 | the ωB97M-V functional and the def2-TZVPD basis
C 1.2094 1.0605 2.3565
C 0.0620 0.4693 1.4861
C 0.3821 0.8845 -0.0117
C 0.0460 -0.1973 -1.0157
C -0.9378 -0.0448 -1.9391
N -1.3196 -0.8751 -2.9412
N 0.3168 -1.0549 1.5732
H 2.1113 1.1532 1.7736
H 1.5715 0.2505 3.0260
H 0.8741 1.8677 2.9831
H -0.9996 0.6113 1.7511
H 1.3667 1.3461 -0.1445
H -0.2591 1.7714 -0.1495
H 0.5612 -1.1586 -0.9810
H -1.1368 1.0393 -2.1637
H -0.8633 -1.7623 -3.0476
H -2.0913 -0.4968 -3.4572
H -0.1030 -1.5075 0.7308
H 0.0150 -1.4686 2.4563
H 1.3042 -1.1719 1.3510
```